Molecular formula: C3H4NP
Method: DFT, ωB97M-V/def2-TZVPD

The geometry in XYZ format:
```
9
Properties=species:S:1:pos:R:3:forces:R:3
C 1.30323 0.26627 -0.31675 -3.875 2.747 -0.439
C 0.57207 -0.80333 -0.43703 -2.130 3.178 0.789
C -0.94693 1.33017 -0.08215 1.603 -3.099 -0.587
N 0.15549 1.86445 -0.28811 3.165 -3.030 0.486
P -1.26315 -0.52126 -0.29999 0.612 0.004 1.744
H 2.29345 0.53409 -0.26606 2.043 0.458 -0.133
H 0.88647 -1.74324 -0.61603 1.303 -3.053 -0.319
H -1.77210 1.89588 0.03015 -2.925 2.175 0.370
H -1.40042 -0.92937 1.19018 0.204 0.620 -1.911
```
Positions in Å, forces in eV/Å.

Output
HOMO-LUMO gap (eV): 9.595
LUMO level (eV): 0.678
ΔE to the lowest compared entry with this formula, charge and spin (eV): 2.549
HOMO energy (eV): -8.917

---

Molecular formula: C2H6IO2P
Method: DFT, ωB97M-V/def2-TZVPD

The geometry in XYZ format:
```
12
Properties=species:S:1:pos:R:3:forces:R:3
C 0.15327 0.45327 -0.97582 0.091 -0.797 1.537
C 0.04695 -0.04980 0.49066 0.874 -3.340 -3.082
O -1.80047 -2.22652 -0.10955 0.813 -0.739 -0.265
O -3.37610 -0.85663 -1.11827 -1.224 0.056 -1.557
P -1.40372 -1.11289 0.73852 1.181 0.520 3.050
I -3.31228 0.51610 0.07068 0.249 0.110 1.003
H -0.00498 -0.32183 -1.71671 0.543 -0.490 0.106
H -0.72439 1.04072 -1.10520 -0.042 1.527 -0.472
H 1.15568 0.88672 -0.99757 -0.532 0.518 -0.828
H 0.19269 0.66352 1.19556 -0.695 2.751 2.131
H 0.97079 -0.61166 0.72261 -0.462 -0.715 -0.301
H -1.16978 -1.52552 2.16195 -0.795 0.599 -1.322
```
Positions in Å, forces in eV/Å.

Output
HOMO-LUMO gap (eV): 7.759
LUMO level (eV): -0.863
ΔE to the lowest compared entry with this formula, charge and spin (eV): 5.204
HOMO energy (eV): -8.622

---

Molecular formula: C3H10INP
Method: DFT, ωB97M-V/def2-TZVPD

The geometry in XYZ format:
```
16
Properties=species:S:1:pos:R:3:forces:R:3
C 1.48388 0.98786 -0.31971 0.659 2.811 -0.752
C 1.07559 -1.22572 0.47812 -0.896 0.249 -0.947
C -0.78377 0.39622 0.46118 -2.561 -0.763 0.516
N 0.48331 -0.03475 -0.18308 -3.250 -1.658 -1.034
P -2.50979 -1.03679 -0.23685 1.892 2.156 0.234
I -4.44857 0.44168 0.15600 0.845 -0.422 -0.125
H 2.42408 0.59042 -0.01913 0.750 -0.171 0.112
H 1.61168 1.43236 -1.33229 -0.502 -0.604 0.580
H 1.21520 1.82107 0.35709 0.227 -0.445 -0.300
H 1.71927 -0.84307 1.21507 1.378 -0.208 0.636
H 0.33150 -1.80313 0.93579 -1.309 -0.618 0.749
H 1.38070 -1.79242 -0.37204 1.579 -0.654 0.078
H -1.34821 1.12368 -0.09156 0.715 0.822 -0.405
H -0.68046 0.75479 1.51224 0.089 -0.884 -0.723
H 0.08743 -0.44161 -1.08073 1.094 1.133 0.729
H -2.04185 -0.37061 -1.48008 -0.710 -0.743 0.652
```
Positions in Å, forces in eV/Å.

Output
HOMO-LUMO gap (eV): 8.969
LUMO level (eV): -4.076
ΔE to the lowest compared entry with this formula, charge and spin (eV): 1.171
Charge: +1
HOMO energy (eV): -13.045

---

Molecular formula: C4H10N2O
Method: DFT, ωB97M-V/def2-TZVPD

The geometry in XYZ format:
```
17
Properties=species:S:1:pos:R:3:forces:R:3
N 2.58157 -0.65875 0.10171 -0.707 1.279 -1.153
N 1.41167 -0.23019 -0.67880 0.187 1.165 -1.089
C 0.31423 0.39578 -0.05095 -1.430 0.488 -0.603
O 0.45125 1.71162 0.48297 -0.447 0.041 1.761
C -0.43687 -0.44683 0.96544 -0.475 0.583 1.257
C -1.72899 -0.26833 0.14890 -0.067 -0.468 -0.112
C -0.98022 0.27201 -1.03828 1.654 2.813 0.378
H 2.14417 -1.06486 0.90409 0.089 -0.708 0.630
H 2.80883 -1.38187 -0.55906 0.866 -0.932 0.687
H 1.72949 0.35914 -1.46894 -0.048 -0.378 0.830
H -0.00164 1.68923 1.39454 1.293 0.307 -2.174
H -0.53828 0.07297 1.96558 0.569 -1.164 -0.659
H -0.10606 -1.49644 0.99784 -0.156 0.455 0.392
H -2.00261 -1.31246 -0.07478 -1.801 0.894 0.365
H -2.35758 0.62170 0.46606 -0.094 -2.120 0.250
H -0.63399 -0.44635 -1.73988 -0.472 -0.436 -1.065
H -1.40986 1.26937 -1.44389 1.037 -1.820 0.307
```
Positions in Å, forces in eV/Å.

Output
HOMO-LUMO gap (eV): 9.319
LUMO level (eV): 0.906
ΔE to the lowest compared entry with this formula, charge and spin (eV): 4.349
SMILES: NNC1(O)CCC1
HOMO energy (eV): -8.413

---

Molecular formula: CH4NO2S2
Method: DFT, ωB97M-V/def2-TZVPD

The geometry in XYZ format:
```
10
Properties=species:S:1:pos:R:3:forces:R:3
C 0.08127 -0.34504 0.53405 1.077 0.930 -1.144
N 0.85510 0.57538 0.07309 0.837 -1.465 -0.277
O 4.17283 0.95254 0.23470 -0.072 1.374 0.147
O 3.86510 -1.36967 0.00984 -0.794 -0.312 -0.404
S -2.09332 -0.21399 -0.66893 -0.950 -0.004 1.162
S 3.44841 -0.06620 -0.45718 0.479 -0.925 0.159
H -0.45169 -0.39673 1.43593 -1.146 0.889 1.319
H 0.11090 -1.30880 0.13497 0.683 -1.466 -0.863
H 0.72607 1.47431 0.45990 -0.218 1.046 0.921
H -2.31403 -0.18979 -1.95810 0.103 -0.068 -1.020
```
Positions in Å, forces in eV/Å.

Output
HOMO-LUMO gap (spin up / spin down) (eV): 5.918 / 5.919
LUMO level (spin up / spin down) (eV): 2.791 / 2.791
ΔE to the lowest compared entry with this formula, charge and spin (eV): 2.969
Charge: -1
HOMO energy (spin up / spin down) (eV): -3.127 / -3.128